# 1
C5H9N4O | the ωB97M-V functional and the def2-TZVPD basis

Geometry as XYZ:
```
19
Properties=species:S:1:pos:R:3:forces:R:3:mulliken_charge:R:1
C -3.079101 0.176809 0.061193 -1.4 0.2 0.0 0.473
C 1.147909 0.240191 -1.481411 -3.4 3.3 -0.9 -1.549
C 0.893909 1.170497 0.907732 0.7 2.2 0.5 -1.188
C 1.246639 -1.230390 0.552613 -3.4 -2.5 -1.0 -1.995
C 0.628739 0.025557 -0.066789 -3.0 -1.7 0.7 1.754
N -1.896834 0.729906 -0.128442 1.5 1.6 -0.6 -0.950
N -2.902430 -1.234915 0.236450 -0.3 1.1 -0.2 -0.578
N -1.621976 -1.428500 0.097413 0.5 -0.6 -0.1 -0.475
N -1.079857 -0.273939 -0.203618 4.6 -0.2 0.9 1.060
O -4.098503 0.893340 0.022904 -1.2 -0.9 0.4 -0.788
H 2.033514 -0.205214 -1.758429 2.1 -1.2 -0.1 0.379
H 0.354434 -0.079419 -2.227670 1.0 0.3 0.9 0.336
H 1.272783 1.384031 -1.637019 -0.2 -1.8 0.0 0.296
H 1.333060 2.115174 0.314104 -0.8 -2.1 1.6 0.220
H 1.598159 0.808755 1.737715 -0.5 0.7 -1.4 0.315
H 0.037797 1.566854 1.516242 0.3 -0.6 -1.1 0.305
H 1.088225 -2.127192 -0.179476 0.6 1.5 1.4 0.353
H 2.232453 -0.970418 0.688544 2.6 0.1 0.2 0.690
H 0.811086 -1.561126 1.547939 0.3 0.7 -1.2 0.343
```
Forces are in eV/Å.

Values from the calculation:
Total charge: -1
Orbital gap, eV: 6.0
Structure (SMILES): CC(C)(C)n1nnc([O-])n1
ΔE to the lowest compared entry with this formula, charge and spin, eV: 1.5897
E_HOMO, eV: -2.81

=====

# 2
C27H43KNO18 | the ωB97M-V functional and the def2-TZVPD basis

Geometry as XYZ:
```
90
Properties=species:S:1:pos:R:3:forces:R:3:mulliken_charge:R:1
K -0.767174 0.741061 0.837565 0.0 0.2 0.5 0.828
C -1.006443 -3.557972 1.149584 0.2 0.1 -0.7 -0.642
C -2.503562 -3.011533 1.034521 1.3 -1.9 1.9 0.499
C -3.174297 -3.055894 2.377765 -2.3 -3.5 1.7 -0.860
O -3.722332 -1.830614 2.669371 0.9 1.4 -0.1 -0.385
C -3.200318 -1.003631 1.764647 -2.1 2.9 2.1 0.127
O -3.390054 0.171006 1.811886 0.2 0.3 -0.3 -0.429
O -2.526273 -1.583032 0.826989 1.5 -2.3 -2.6 0.498
H -0.471485 -2.827606 1.806672 -0.2 -0.3 -0.9 -0.100
H -0.582186 -3.603181 0.085130 -0.2 0.1 1.6 0.084
H -0.762573 -4.572411 1.673084 -1.3 1.6 -1.1 0.428
H -3.183837 -3.703630 0.486118 0.8 1.4 -1.2 0.231
H -2.562988 -3.447271 3.204652 0.0 0.3 -0.2 0.260
H -4.128215 -3.641077 2.310767 1.2 -0.6 0.2 0.375
C 4.121880 4.635355 0.483852 1.2 2.9 0.3 -1.632
C 3.452021 4.148230 1.649572 1.5 -0.3 1.3 0.509
C 2.809990 5.119395 2.588283 0.7 0.4 -0.4 -0.526
O 1.629993 4.447324 2.861628 -2.0 0.0 2.4 -0.389
C 1.397273 3.465138 2.010064 -2.2 -2.5 0.2 0.306
O 0.371995 2.797310 1.967229 2.2 1.8 0.1 -0.530
O 2.486296 3.252660 1.288888 -1.9 -1.6 -1.0 -0.144
H 3.586950 5.385696 -0.090346 -0.4 -0.6 -0.6 0.349
H 4.635022 3.851644 0.028191 0.5 -1.1 -1.5 0.403
H 4.884097 5.245648 0.942473 0.9 0.4 -0.1 0.449
H 4.181054 3.616840 2.250177 0.3 -0.5 0.2 0.248
H 2.459749 6.011430 2.144553 0.3 1.4 -0.7 0.336
H 3.500151 5.357220 3.415117 -0.9 -0.3 0.1 0.310
C 3.410559 -2.070377 3.296891 0.9 -0.3 0.3 -1.349
C 2.287722 -2.399114 4.303298 0.1 4.1 -4.3 0.248
C 2.108289 -1.439732 5.426711 -2.3 -1.8 0.5 -0.665
O 1.084067 -0.565784 4.965457 2.7 3.6 5.7 -0.392
C 0.603668 -0.867027 3.877234 -4.7 -0.7 -3.8 0.499
O -0.389501 -0.311470 3.381864 2.3 -1.3 0.1 -0.641
O 1.158492 -1.997415 3.499572 -1.6 -2.0 -2.5 -0.119
H 3.631201 -2.866921 2.595345 -0.9 -0.2 -0.5 0.280
H 4.307415 -2.162248 3.822475 1.9 0.4 1.3 0.623
H 3.444647 -1.089958 2.760572 -0.7 -0.8 0.8 0.197
H 2.179609 -3.400493 4.425144 -0.1 -2.9 1.0 0.461
H 2.981932 -0.952827 5.624800 2.1 1.6 0.9 0.423
H 1.661022 -1.944361 6.277449 0.4 0.1 0.4 0.310
C -4.071976 -1.247062 -3.845063 0.0 0.8 1.5 -1.489
C -3.147649 -1.971928 -2.820187 1.3 -0.1 -2.6 0.385
C -1.949281 -2.752180 -3.508230 -1.4 -2.4 1.8 -0.535
O -0.824910 -2.044584 -3.067132 1.4 0.2 0.3 -0.369
C -1.106942 -1.230507 -2.015033 1.8 0.9 -0.1 -0.108
O -0.252532 -0.606237 -1.367275 -2.6 -2.0 -2.0 0.730
O -2.414962 -1.166949 -1.895613 -0.9 1.0 0.9 -0.015
H -4.606388 -2.008224 -4.390158 0.4 -0.5 -0.6 0.554
H -3.526287 -0.533538 -4.522253 -0.8 -0.6 0.7 0.226
H -4.953926 -0.818943 -3.280572 1.3 0.4 -0.6 0.331
H -3.772137 -2.606142 -2.276529 -0.8 -1.1 1.1 0.349
H -2.044516 -2.861182 -4.567250 0.3 0.8 -0.8 0.416
H -1.852928 -3.876110 -3.177529 -0.3 2.1 -0.1 0.254
C 1.106352 -0.154391 -4.483327 1.8 2.8 -1.0 -1.404
C 0.550281 1.300630 -4.333745 0.5 -1.5 -0.9 0.713
C -0.973888 1.366054 -4.190112 0.2 0.2 -1.6 -0.344
O -1.208483 1.963044 -2.988477 -0.1 0.2 2.0 -0.189
C -0.077123 2.150753 -2.335184 0.3 1.2 4.8 0.183
O -0.129682 2.485274 -1.109567 1.5 -1.1 -5.3 -0.161
O 1.016402 1.909127 -3.156010 -1.2 0.9 2.3 -0.345
H 0.914720 -0.856874 -3.773906 -0.7 -1.2 2.8 0.122
H 2.189217 -0.270435 -4.715176 -0.6 0.8 0.1 0.392
H 0.610653 -0.547224 -5.293970 -1.1 -0.9 -2.4 0.483
H 0.848696 1.877613 -5.204944 0.3 0.1 0.1 0.368
H -1.383292 0.397937 -4.224669 -0.6 -1.5 0.1 -0.285
H -1.558690 1.979692 -4.846194 0.3 0.2 -1.3 0.428
C -3.803174 1.508167 -1.340903 1.0 1.0 3.8 -0.001
O -3.263054 2.836677 -1.261353 1.4 4.6 1.5 -0.341
C -2.780461 3.493222 -0.072844 2.7 -7.5 4.1 0.651
O -2.424593 2.617821 0.969185 -2.8 6.2 -5.8 -0.476
O -2.448566 4.791070 -0.085250 -2.5 -2.7 -2.9 -0.309
C -1.991782 5.411614 1.075493 -1.8 1.1 1.4 -0.226
H -4.845193 1.691990 -1.450567 -0.9 -0.6 -0.3 0.462
H -3.523681 1.012892 -0.377587 -0.8 0.2 -0.6 0.205
H -3.309277 0.962437 -2.082197 0.5 -0.2 -1.5 -0.349
H -2.690723 5.280467 1.932061 0.5 -0.1 -0.6 0.291
H -1.891323 6.476439 0.872124 -0.2 -0.1 -0.3 0.282
H -1.064582 5.035509 1.285588 2.3 -1.1 1.0 -0.139
C 2.543579 -3.940635 0.055473 -0.9 1.2 -0.5 -1.850
C 2.292419 -3.030788 -1.135605 -2.9 -0.3 1.4 0.642
C 2.947409 -1.687933 -0.961335 0.4 1.6 -1.3 -0.562
C 2.353146 -0.842421 0.104396 -1.8 1.5 2.9 0.163
N 1.800117 -0.236234 0.964422 2.5 -2.3 -3.3 -0.395
H 2.369002 -4.960976 0.061850 -1.0 -2.0 -0.9 0.562
H 2.233466 -3.624379 1.012682 -1.0 1.0 0.9 0.139
H 3.544245 -3.875979 0.112263 4.0 -0.1 0.6 0.653
H 1.193270 -2.804089 -1.208610 0.9 -0.3 -0.2 -0.697
H 2.552567 -3.541201 -2.035470 0.5 0.0 -0.7 0.654
H 2.773326 -1.145431 -1.904000 -0.3 0.2 0.2 -0.062
H 4.049274 -1.646230 -0.976953 -0.3 -0.4 0.8 0.537
```
Forces are in eV/Å.

Values from the calculation:
Total charge: +1
Orbital gap, eV: 9.5
E_HOMO, eV: -11.43

=====

# 3
C13H21N4O6P | the ωB97M-V functional and the def2-TZVPD basis

Geometry as XYZ:
```
45
Properties=species:S:1:pos:R:3:forces:R:3:mulliken_charge:R:1
O -2.043660 -3.920576 -3.583384 -0.3 -0.1 0.0 -0.680
O 2.841283 -0.804932 -1.493655 0.4 -0.5 -0.9 -0.722
O 1.718684 -3.560515 0.438511 -0.3 0.5 -0.3 -0.688
O -0.541592 0.544908 1.762111 0.4 -0.5 -0.4 -0.716
N -0.063406 4.743269 3.333956 0.0 0.4 0.4 -0.513
O -2.758366 1.685031 1.813578 -0.3 0.8 0.7 -0.495
O -1.207202 1.669395 3.824797 -0.4 1.2 0.4 -0.527
C -0.976441 -3.369079 -3.369036 -0.9 -0.1 -1.5 0.648
C 1.837399 -0.717796 -0.806321 0.6 -0.8 -1.1 0.458
C 1.622581 -3.810054 -0.756605 -0.5 0.6 1.1 0.120
C -0.393411 5.839523 4.040032 -0.8 -0.3 -0.7 -0.264
C -0.893315 4.326587 2.370655 -0.1 2.2 0.4 0.738
C -1.570863 6.554212 3.801353 0.1 -0.1 0.1 -0.348
C -2.087209 4.994563 2.075356 -0.2 0.2 0.2 -0.423
C -2.443187 6.128262 2.802451 0.5 -0.4 0.1 -0.512
N 1.827471 0.059142 0.247897 -1.2 0.7 1.5 -0.236
N 2.157075 -4.944808 -1.221456 0.3 -0.9 -1.2 -0.142
N -0.400657 -3.468210 -2.172309 1.5 -0.2 1.3 -0.044
C -0.302626 -2.585622 -4.479337 -0.1 0.0 0.4 -0.939
C 2.139478 -5.439620 -2.599646 -0.2 0.3 0.3 -0.723
C 0.567925 -1.480060 -1.136850 0.5 -0.4 0.7 -1.003
C -0.466859 3.157143 1.583200 -0.2 0.8 -0.2 -0.736
C 0.864950 -2.871230 -1.728725 -0.2 0.5 -0.3 -0.064
P -1.244773 1.745292 2.248844 1.2 -3.0 -1.2 0.685
H -3.013751 0.825503 2.171876 -0.7 -0.3 -0.2 0.322
H -0.268937 1.534258 4.005883 0.1 -0.2 0.6 0.358
H 0.277197 6.180940 4.822742 0.1 -0.2 -0.1 0.373
H -1.792810 7.432554 4.397839 0.0 -0.1 -0.1 0.358
H -2.734926 4.632163 1.283121 0.1 0.0 0.1 0.360
H -3.367508 6.662570 2.594839 0.2 -0.1 0.0 0.395
H 0.994472 0.091937 0.834984 0.4 0.3 0.2 0.337
H 2.691757 0.499199 0.492871 0.1 0.1 0.1 0.220
H 2.633222 -5.498732 -0.525374 -0.1 0.2 0.0 0.293
H -0.920386 -4.000893 -1.491936 -0.1 0.0 0.0 0.248
H -0.968125 -2.557007 -5.341330 0.0 -0.1 0.2 0.320
H -0.102778 -1.568999 -4.148240 0.2 0.1 -0.1 0.309
H 0.626917 -3.077406 -4.756401 0.2 0.1 -0.1 0.247
H 2.549715 -4.689070 -3.278025 0.0 -0.1 -0.1 0.231
H 1.117813 -5.682406 -2.900039 0.1 0.0 -0.1 0.245
H 2.747107 -6.343119 -2.674641 -0.1 0.2 0.1 0.340
H -0.025151 -1.593910 -0.228560 -0.1 0.0 0.0 0.366
H -0.003074 -0.880672 -1.842498 -0.1 -0.1 -0.2 0.536
H -0.758799 3.259957 0.539377 0.0 -0.2 -0.1 0.392
H 0.613357 3.028454 1.635696 -0.1 -0.2 0.1 0.404
H 1.521409 -2.730147 -2.587601 -0.1 0.0 -0.1 0.475
```
Forces are in eV/Å.

Values from the calculation:
Orbital gap, eV: 9.5
Structure (SMILES): CNC(=O)[C@H](CC(N)=O)NC(C)=O.O=P(O)(O)Cc1ccccn1
ΔE to the lowest compared entry with this formula, charge and spin, eV: 0.0000
E_HOMO, eV: -9.13

=====

# 4
C3H12O4 | the ωB97M-V functional and the def2-TZVPD basis

Geometry as XYZ:
```
19
Properties=species:S:1:pos:R:3:forces:R:3:mulliken_charge:R:1
C -2.066521 -1.709411 -0.544418 0.6 0.1 0.7 -1.042
C -1.401709 -1.290582 0.743530 0.4 0.4 -0.5 0.027
C -1.733517 -0.173728 1.373270 -0.8 -0.7 -0.1 -0.207
O -1.056057 0.267778 2.473956 0.6 0.1 0.2 -0.518
H -2.930957 -1.066566 -0.705436 -0.3 -0.5 -0.1 0.318
H -1.413541 -1.578410 -1.404342 0.2 0.0 0.0 0.248
H -2.258516 -2.780602 -0.465906 -0.6 0.1 -0.3 0.291
H -0.561644 -1.876373 1.102222 0.0 0.0 0.1 0.348
H -2.606500 0.370013 1.012703 0.2 0.4 0.3 0.268
H -1.594971 0.592534 3.199325 -0.3 0.0 -0.3 0.293
H 1.501773 2.305835 -3.239620 0.1 -0.3 0.1 0.301
H 2.119899 0.894254 -3.021205 -0.1 0.1 0.3 0.319
O 2.311168 1.789479 -3.318701 0.1 0.3 -0.4 -0.639
H 0.897487 0.595332 1.893275 -0.9 1.4 -0.3 0.294
H 1.431324 2.019425 1.066597 -1.4 -0.1 0.3 0.300
O 1.550136 1.169955 1.479650 2.2 -1.1 0.4 -0.622
H 3.117519 0.750983 -0.408643 -0.1 -0.1 0.3 0.293
H 2.118126 -0.430516 -0.314132 0.1 0.3 0.4 0.299
O 2.576507 0.150593 -0.922128 0.1 -0.4 -1.0 -0.572
```
Forces are in eV/Å.

Values from the calculation:
Orbital gap, eV: 9.9
Structure (SMILES): C/C=C/O.O.O.O
ΔE to the lowest compared entry with this formula, charge and spin, eV: 1.3720
E_HOMO, eV: -9.35

=====

# 5
C3H8NOS | the ωB97M-V functional and the def2-TZVPD basis

Geometry as XYZ:
```
14
Properties=species:S:1:pos:R:3:forces:R:3:mulliken_charge:R:1
O -0.081547 -2.147139 -0.895230 0.2 -0.1 0.1 -0.438
C 0.501617 -1.107891 -1.020263 -0.3 0.6 -0.4 0.124
C -0.146354 0.174084 -0.474706 -1.0 0.0 0.4 -0.338
C 0.481759 0.548254 0.833888 1.2 1.2 0.7 -0.849
S 2.171103 1.235571 0.468563 -0.2 -0.5 -0.1 -0.157
N -1.601253 -0.206763 -0.261379 0.3 0.5 0.3 -0.302
H 1.467444 -0.967613 -1.501742 0.3 -0.3 0.0 0.434
H -0.206653 1.049201 -1.111783 0.6 -0.1 -0.5 0.423
H 0.039829 1.414759 1.332530 -0.7 -0.4 -0.2 0.440
H 0.544275 -0.270903 1.545335 0.0 -0.2 -0.1 0.428
H 2.567663 1.140229 1.739290 0.1 0.0 0.1 0.183
H -2.048967 0.378601 0.444448 0.1 -0.1 0.2 0.338
H -2.115601 -0.043104 -1.126679 -0.1 -0.6 0.0 0.346
H -1.573315 -1.197285 0.027728 -0.5 -0.1 -0.4 0.367
```
Forces are in eV/Å.

Values from the calculation:
Total charge: +1
Orbital gap, eV: 9.5
Structure (SMILES): [NH3+][C@H](C=O)CS
ΔE to the lowest compared entry with this formula, charge and spin, eV: 0.4301
E_HOMO, eV: -13.38

=====

# 6
CH2ClN | the ωB97M-V functional and the def2-TZVPD basis

Geometry as XYZ:
```
5
Properties=species:S:1:pos:R:3:forces:R:3:mulliken_charge:R:1
C -1.790879 1.047520 0.318405 -0.1 -0.3 -0.7 -0.069
N -1.814084 0.250864 -0.546584 0.2 0.6 1.1 -0.205
Cl 2.555528 0.219078 -0.043607 0.1 -0.2 0.2 -0.240
H 2.019021 0.812013 -1.030148 -0.1 0.2 -0.2 0.236
H -1.651174 -0.686285 -0.833544 0.0 -0.3 -0.4 0.278
```
Forces are in eV/Å.

Values from the calculation:
Orbital gap, eV: 12.7
ΔE to the lowest compared entry with this formula, charge and spin, eV: 0.6700
E_HOMO, eV: -11.80

=====

Going through the records in order, we get E_LUMO values of 3.23, -1.89, 0.38, 0.51, -3.87, 0.91 eV.
Going through the records in order, we get E values of -490.13353, -3063.33662, -1519.95088, -422.41106, -647.00865, -554.20045 Eh.